DFT (ωB97M-V/def2-TZVPD) results for 2 unconnected molecules or ions with the total composition C3H5ClN2 at a distorted geometry.

Atoms and positions in Å:
C (-1.6469, 0.7869, 0.1289)
C (-1.6576, -0.5047, 0.1831)
N (-1.7878, -1.6723, 0.0225)
H (-0.6548, 1.2141, -0.0750)
H (-2.4663, 1.2816, 0.7226)
H (-1.2872, -2.3954, 0.5691)
C (1.7032, 0.4170, -0.7779)
N (1.4042, 0.0783, 0.3828)
Cl (2.7552, -0.5552, 1.3027)
H (2.7552, 0.6503, -1.0268)
H (0.8828, 0.6994, -1.4320)

Summary:
Energy ... -18691.1286 eV
Structure (SMILES) ... C=C=N.C=NCl
HOMO-LUMO gap ... 0.337 hartree
HOMO ... -8.69 eV
ΔE to the lowest compared entry with this formula, charge and spin ... 287.8 kJ/mol

---

DFT (ωB97M-V/def2-TZVPD) results for 2 unconnected molecules or ions with the total composition C3H9NOS at a distorted geometry.

Atoms and positions in Å:
N (-2.3711, -1.2216, -0.4285)
C (-2.7617, -0.0702, -1.1251)
O (-3.5412, 0.7966, -0.7474)
H (-1.5176, -1.5961, -0.6854)
H (-2.7361, -1.4555, 0.4587)
H (-2.1159, -0.0820, -2.2272)
C (2.4800, 0.5521, 0.9360)
C (0.9136, 0.5618, 0.7142)
S (0.5242, -0.0537, -0.9647)
H (3.1551, 1.1554, 0.1950)
H (2.8635, -0.5266, 0.9259)
H (2.4874, 0.9530, 2.0284)
H (0.3695, 0.0122, 1.4744)
H (0.5626, 1.6562, 0.7352)
H (1.6875, -0.6816, -1.2897)

Summary:
Energy ... -17628.8381 eV
Structure (SMILES) ... NC=O.CCS
HOMO-LUMO gap ... 0.370 hartree
HOMO ... -9.36 eV
ΔE to the lowest compared entry with this formula, charge and spin ... 131.9 kJ/mol

---

DFT (ωB97M-V/def2-TZVPD) results for a molecular structure, C11H19Cl3HfO2 at a distorted geometry.

Atoms and positions in Å:
C (0.2825, -1.2318, -0.7397)
C (1.1179, -0.0914, -0.9972)
C (0.2871, 1.0539, -1.1551)
C (2.5561, -0.1230, -1.3246)
C (-1.0713, 0.6274, -1.0576)
C (-1.0935, -0.7696, -0.7961)
C (-2.3006, -1.6309, -0.8505)
C (0.6829, -2.6564, -0.8942)
C (0.7536, 2.4469, -1.3887)
C (-2.2652, 1.4928, -1.2067)
Hf (-0.0417, -0.4397, 1.7727)
Cl (4.1525, 1.5615, 1.6405)
Cl (2.1225, -1.3290, 1.9469)
O (-1.3619, 1.0392, 1.6136)
H (2.9926, -1.0953, -1.0637)
H (3.0995, 0.6252, -0.7157)
H (2.7330, 0.0774, -2.4021)
H (1.7253, 2.5906, -0.8796)
H (0.0061, 3.1582, -0.9899)
H (0.8873, 2.6618, -2.4686)
H (-2.1105, 2.4516, -0.6769)
H (-3.1482, 0.9961, -0.7675)
H (-2.4881, 1.7262, -2.2688)
H (-3.1427, -1.1450, -0.3335)
H (-2.1301, -2.5866, -0.3352)
H (-2.6153, -1.8409, -1.8908)
H (1.6606, -2.8388, -0.4314)
H (0.7441, -2.9367, -1.9610)
H (-0.0297, -3.3272, -0.3910)
H (-2.1605, 1.3608, 2.0517)
O (-1.1220, -1.9526, 2.2197)
H (-1.7344, -2.6264, 2.5244)
Cl (0.1262, 0.1276, 4.4483)
C (0.7979, 1.1790, 3.2387)
H (0.2051, 2.1076, 3.1580)
H (1.8830, 1.3375, 3.3715)

Summary:
Energy ... -54688.8980 eV
HOMO-LUMO gap ... 0.209 hartree
HOMO ... -0.74 eV
Total charge ... -2
ΔE to the lowest compared entry with this formula, charge and spin ... 64.0 kJ/mol

---

DFT (ωB97M-V/def2-TZVPD) results for 2 unconnected molecules or ions with the total composition C4H14NO at a distorted geometry.

Atoms and positions in Å:
C (-2.1774, -0.8892, 0.3452)
C (-1.3746, 0.2805, 0.6539)
N (-0.0661, 0.2069, 0.0577)
C (0.3889, 1.6165, -0.4434)
C (1.8291, 1.3932, -1.0582)
H (-3.0332, -1.0157, 1.0008)
H (-1.6222, -1.8544, 0.6360)
H (-2.4384, -1.1485, -0.6577)
H (-1.9476, 1.2089, 0.2920)
H (-1.1583, 0.4086, 1.7646)
H (-0.0428, -0.2369, -0.9361)
H (0.5772, -0.4240, 0.5672)
H (0.4378, 2.2852, 0.4196)
H (-0.4656, 1.9405, -0.9663)
H (1.8025, 1.4346, -2.1219)
H (2.5280, 2.1456, -0.7604)
H (2.2022, 0.4456, -0.6507)
H (0.9532, -3.1751, 0.6638)
H (2.2789, -2.3651, 0.4923)
O (1.3284, -2.2572, 0.7015)

Summary:
Energy ... -7905.6178 eV
HOMO-LUMO gap ... 0.478 hartree
HOMO ... -15.96 eV
Total charge ... +1
ΔE to the lowest compared entry with this formula, charge and spin ... 129.0 kJ/mol

---

Which of these has the highest HOMO-LUMO gap? C4H14NO